Record 1
DFT (the ωB97M-V functional and the def2-TZVPD basis) results for a 14-piece molecular cluster, C5H38NO14 overall in a non-equilibrium geometry.

```
58
Properties=species:S:1:pos:R:3
C -0.2958 2.7316 -2.9340
C 0.0384 3.2002 -1.3973
N 0.4745 2.0906 -0.5889
C -0.4886 0.9485 -0.4505
C 1.1430 2.5538 0.6012
C 1.4775 1.4535 1.6734
O 0.4068 1.3565 2.5770
H -1.2437 3.1962 -3.2399
H -0.5735 1.6463 -2.9353
H 0.5486 2.8358 -3.5636
H 0.7876 3.9335 -1.6333
H -0.8490 3.8030 -1.1414
H -1.5352 1.1552 -0.2027
H -0.0519 0.1999 0.2284
H -0.6160 0.5779 -1.4536
H 2.1807 2.8787 0.3084
H 0.8101 3.4433 1.0707
H 2.1613 2.0123 2.3530
H 1.9035 0.5059 1.3360
H -0.4513 -2.7917 1.7361
H -1.8187 -2.4367 2.1657
O -1.3182 -3.2052 1.8458
H -1.5167 -3.3806 -0.0146
H -1.4698 -3.6928 -1.5867
O -2.0300 -3.5982 -0.8105
H -1.1218 2.2862 3.2989
H -0.6724 3.3792 2.4302
O -1.4657 3.0952 2.9100
H -3.3908 -0.3731 2.2672
H -1.7336 -0.8544 1.9652
O -2.7373 -0.9107 1.8300
H -3.5362 1.5366 0.8192
H -2.9639 1.9734 2.1546
O -3.7332 1.5116 1.7597
H -0.2723 -1.9980 -3.2115
H 0.7518 -2.8893 -3.3979
O -0.1084 -2.7282 -3.9064
H 1.8050 -0.1705 -1.7133
H 1.9480 1.3741 -2.1150
O 2.3408 0.4655 -2.2085
H 1.2479 -2.1738 0.2127
H 0.0187 -1.7309 -0.5642
O 0.9278 -2.0154 -0.6976
H 3.3364 -1.3541 0.3268
H 3.8073 -0.2903 -0.8432
O 3.9540 -1.0952 -0.3570
H -2.9192 -0.6440 0.0222
H -2.7843 -1.6968 -1.0377
O -2.7895 -0.7185 -0.9586
H -0.0507 0.4211 2.4488
H -0.0962 -1.0543 3.3934
O -0.2037 -1.0428 2.4375
H 2.3619 -2.5379 2.5070
H 1.3043 -1.4271 1.9338
O 2.1608 -1.9126 1.8149
H 2.6312 -2.2670 -3.0840
H 2.0644 -2.5400 -1.7492
O 2.2453 -3.0353 -2.6314
```

Results
HOMO energy: -6.3594 eV
Total charge: -1
Electronic energy: -35958.095 eV
Frontier orbital gap: 9.0 eV
Energy relative to the best compared isomer or geometry (same formula, charge and spin): 65.7 kJ/mol
M: 336.4 g/mol

---

Record 2
DFT (the ωB97M-V functional and the def2-TZVPD basis) results for a 2-piece molecular cluster, C3H9N2O overall.

```
15
Properties=species:S:1:pos:R:3
O 0.3700 -1.6267 -0.8090
C -0.2952 -1.8216 0.1640
C -0.3297 -0.8390 1.3196
N 0.7635 0.1260 1.1774
H -0.8593 -2.7544 0.3055
H -1.2748 -0.2997 1.4107
H -0.2739 -1.4739 2.2089
H 0.8902 0.6528 2.0411
H 1.6401 -0.3208 0.9067
H 0.6006 0.8571 0.3876
C -0.8353 1.8233 -1.3879
N 0.2062 2.0727 -0.7048
H -1.6319 1.2081 -0.9810
H -0.9652 2.2328 -2.3865
H 0.8402 2.6623 -1.2316
```

Results
HOMO energy: -14.8005 eV
Total charge: +1
Electronic energy: -8277.136 eV
Frontier orbital gap: 11.5 eV
Energy relative to the best compared isomer or geometry (same formula, charge and spin): 187.0 kJ/mol
M: 89.1 g/mol

---

Record 3
DFT (the ωB97M-V functional and the def2-TZVPD basis) results for a 9-piece molecular cluster, C26H74Cl4N13O11P3 overall in a non-equilibrium geometry.

```
131
Properties=species:S:1:pos:R:3
O -3.5826 -0.0643 -1.2673
P -3.9378 0.1767 0.1392
N -2.8362 -0.2430 1.3047
C -1.5031 0.3553 1.2034
C -2.8239 -1.5719 1.9309
N -5.3604 -0.5516 0.5971
C -6.2225 -1.1042 -0.4268
C -5.9029 -0.6543 1.9389
N -4.1187 1.8165 0.3832
C -4.3791 2.3131 1.7108
C -4.8347 2.5149 -0.6724
H -1.5581 1.4190 0.9815
H -0.8644 -0.1772 0.4879
H -1.0024 0.2601 2.1761
H -2.3218 -2.3045 1.2930
H -3.8338 -1.9007 2.1500
H -2.3754 -1.4856 2.9242
H -6.5279 -2.1250 -0.1743
H -7.1206 -0.4965 -0.5927
H -5.6923 -1.1126 -1.3789
H -6.6151 0.1498 2.1560
H -6.3790 -1.6284 2.0664
H -5.1378 -0.5462 2.7079
H -5.3287 1.9783 2.1439
H -3.5657 2.0321 2.3816
H -4.3842 3.4053 1.7116
H -4.8360 3.5779 -0.4354
H -5.8929 2.2055 -0.6941
H -4.3687 2.3212 -1.6316
O 0.5754 4.5349 1.0330
P 2.0134 4.3265 1.2122
N 2.3818 2.7340 1.3913
C 3.6738 2.1208 1.0977
C 1.4782 1.9471 2.2308
N 2.5801 5.1081 2.5603
C 3.9212 4.8430 3.0565
C 2.0182 6.3882 2.9205
N 3.0354 4.7781 -0.0158
C 2.8397 4.1327 -1.3133
C 3.3912 6.1780 -0.1040
H 3.5844 1.4340 0.2539
H 4.0135 1.5641 1.9775
H 4.4199 2.8881 0.9100
H 1.5119 2.3714 3.2371
H 1.8015 0.9076 2.1936
H 0.4754 1.9481 1.8013
H 4.1340 3.7753 3.0409
H 4.7067 5.3139 2.4476
H 3.9711 5.2076 4.0801
H 2.2457 7.1942 2.2196
H 0.9363 6.2827 3.0377
H 2.3285 6.6753 3.9291
H 2.6834 3.0595 -1.2348
H 2.0127 4.5629 -1.8849
H 3.7544 4.2577 -1.8979
H 4.0968 6.4490 0.6840
H 2.5352 6.8636 -0.1192
H 3.9364 6.3789 -1.0300
O 1.7878 2.8415 -4.1881
P 0.4322 2.3347 -3.9268
N 0.3244 0.6934 -4.1962
C -0.8881 -0.0796 -4.0360
C 1.5394 -0.0800 -4.1501
N -0.6832 3.0729 -4.8987
C -2.1244 2.9614 -4.7232
C -0.2908 4.1224 -5.8313
N -0.1880 2.5057 -2.4139
C -0.7472 3.7684 -1.9655
C -0.0438 1.4958 -1.3797
H -1.7054 0.5283 -3.6491
H -0.7262 -0.9479 -3.3912
H -1.2698 -0.4664 -4.9957
H 2.3467 0.4544 -4.6549
H 1.4098 -1.0382 -4.6513
H 1.9218 -0.2264 -3.1271
H -2.5233 2.2118 -5.4151
H -2.3503 2.6543 -3.7038
H -2.6090 3.9145 -4.9315
H -0.8716 4.0545 -6.7498
H -0.3182 5.1131 -5.3623
H 0.7567 3.9878 -6.1123
H -0.5937 4.5485 -2.7154
H -1.8397 3.6938 -1.8719
H -0.2941 4.0841 -1.0263
H 0.7839 1.8647 -0.7527
H 0.2828 0.5411 -1.7784
H -0.9419 1.3886 -0.7738
C -1.4698 -7.3240 -0.4921
N -0.9665 -6.3167 0.4806
O -1.7516 -5.8575 1.2851
O 0.2021 -6.0190 0.4155
H -1.1451 -8.3024 -0.1527
H -0.9504 -7.1057 -1.4195
H -2.5401 -7.1936 -0.5507
C -3.4343 -3.0947 -1.5440
N -1.9593 -3.2355 -1.5179
O -1.4752 -4.2889 -1.8966
O -1.3420 -2.2787 -1.1156
H -3.7880 -2.2246 -2.0851
H -3.6789 -2.9082 -0.4968
H -3.8547 -4.0282 -1.8939
C 3.1431 -4.6886 -2.3898
N 4.5847 -5.0423 -2.5560
O 4.8569 -6.2268 -2.6560
O 5.3911 -4.1483 -2.5130
H 3.0199 -3.6185 -2.5154
H 2.9095 -4.9983 -1.3810
H 2.5836 -5.1986 -3.1653
C -0.5096 -2.6392 6.3314
N -1.9832 -2.6690 6.5760
O -2.6995 -2.3806 5.6357
O -2.3677 -2.9493 7.6861
H -0.1404 -3.5625 6.7726
H -0.1084 -1.8068 6.8985
H -0.3598 -2.6103 5.2639
Cl 7.6437 -4.7865 2.1663
C 6.7963 -6.3667 2.1887
C 5.6645 -6.4354 1.2022
Cl 4.4791 -5.1188 1.4331
H 6.3771 -6.4232 3.1899
H 7.5333 -7.1445 2.0228
H 5.0887 -7.3287 1.4535
H 5.9259 -6.5179 0.1517
Cl 1.8444 -1.2067 0.1329
C 1.5787 -2.7184 1.0038
C 1.2467 -2.4875 2.4481
Cl 2.6270 -1.7294 3.2802
H 2.5047 -3.2897 0.9157
H 0.8423 -3.2977 0.4486
H 0.9698 -3.3936 2.9829
H 0.3849 -1.8204 2.5180
```

Results
HOMO energy: -8.0830 eV
Electronic energy: -148006.554 eV
Frontier orbital gap: 8.0 eV
Energy relative to the best compared isomer or geometry (same formula, charge and spin): 0.0 kJ/mol
M: 979.7 g/mol

---

Record 4
DFT (the ωB97M-V functional and the def2-TZVPD basis) results for a 3-piece molecular cluster, C4H16NO3 overall in a non-equilibrium geometry.

```
24
Properties=species:S:1:pos:R:3
O -1.7506 -1.5016 -0.6551
C -0.8473 -2.0926 0.2617
C 0.3418 -1.1383 0.4936
N 0.0482 0.2766 0.1525
C 0.0953 0.5832 -1.3024
C 1.5015 0.8769 -1.7891
H -2.4216 -2.1432 -0.9167
H -1.3662 -2.3115 1.2001
H -0.4711 -3.0557 -0.0949
H 0.5359 -1.1960 1.5569
H 1.2029 -1.4755 -0.0654
H 0.6666 0.8394 0.7497
H -0.8838 0.5442 0.4678
H -0.3531 -0.2211 -1.8636
H -0.4950 1.4822 -1.4769
H 1.6500 0.7619 -2.8612
H 1.8685 1.8664 -1.5160
H 2.2172 0.1600 -1.3597
H 2.7223 1.8473 0.8770
H 2.6218 1.2556 2.2350
O 2.1337 1.8623 1.6537
H -3.5764 0.6750 0.9419
H -2.7678 1.2102 2.1103
O -2.6728 0.8944 1.2005
```

Results
HOMO energy: -14.3786 eV
Total charge: +1
Electronic energy: -12034.076 eV
Frontier orbital gap: 11.6 eV
Energy relative to the best compared isomer or geometry (same formula, charge and spin): 53.7 kJ/mol
M: 126.2 g/mol

---

Record 5
DFT (the ωB97M-V functional and the def2-TZVPD basis) results for C7H15ClMgNO3 as an isolated structure in a non-equilibrium geometry.

```
28
Properties=species:S:1:pos:R:3
Mg 1.9691 3.4577 -1.5485
Cl 0.4064 2.6583 -0.2063
C -3.1704 1.1016 -0.0470
O -3.8269 0.4514 -0.8227
N -3.3840 1.1938 1.2841
C -2.5107 1.9217 2.1704
C -4.4972 0.4935 1.8847
H -2.2864 1.6972 -0.3521
H -3.1077 2.5790 2.8122
H -1.8353 2.5721 1.6159
H -1.9525 1.2518 2.8303
H -5.2613 1.2002 2.2148
H -4.9255 -0.1859 1.1554
H -4.1650 -0.0907 2.7489
O 3.5768 -2.7822 -0.7213
C 3.7853 -1.7509 -1.2768
O 2.9596 -0.6892 -1.1206
C 1.8948 -0.8817 -0.1753
C 0.7195 -1.6464 -0.7524
C 4.9016 -1.4955 -2.2616
H 1.6029 0.1295 0.1024
H 2.2593 -1.3642 0.7327
H 0.6483 -1.4451 -1.8245
H -0.2069 -1.2985 -0.3005
H 0.8418 -2.7156 -0.6218
H 4.7761 -0.5629 -2.8087
H 4.9274 -2.3239 -2.9653
H 5.8609 -1.4750 -1.7463
```

Results
HOMO energy: -11.3660 eV
Total charge: +1
Electronic energy: -33095.219 eV
Frontier orbital gap: 3.2 eV
Energy relative to the best compared isomer or geometry (same formula, charge and spin): 315.8 kJ/mol
M: 221.0 g/mol

---

Record 6
DFT (the ωB97M-V functional and the def2-TZVPD basis) results for C23H31N8O4Tc as an isolated structure.

```
67
Properties=species:S:1:pos:R:3
Tc -0.9109 -0.6577 0.1873
C 0.9531 -2.2663 2.3541
O 0.2625 -1.0468 1.9407
C 0.2496 0.0372 2.8335
C 1.0247 0.0873 3.9721
C 0.9409 1.2165 4.7778
C 0.0991 2.2704 4.4434
C -0.6810 2.2037 3.3043
C -0.6155 1.0745 2.4941
N -1.4005 0.8985 1.3151
N -2.3210 1.8043 1.1483
C -3.1223 1.8330 0.0884
C -3.0083 0.9661 -1.0818
O -2.0920 0.0326 -1.1647
C -3.8645 1.1280 -2.1602
C -4.8391 2.1049 -2.1269
C -5.0162 2.9717 -1.0232
C -6.0301 3.9360 -1.0386
C -6.2119 4.7760 0.0497
C -5.3821 4.6503 1.1538
C -4.3665 3.6959 1.1852
C -4.1665 2.8485 0.1005
H 0.5519 -2.5812 3.3145
H 2.0189 -2.0632 2.4219
H 0.7594 -3.0011 1.5803
H 1.6826 -0.7231 4.2472
H 1.5440 1.2675 5.6737
H 0.0501 3.1450 5.0761
H -1.3424 3.0117 3.0317
H -3.7537 0.4682 -3.0090
H -5.5017 2.2119 -2.9782
H -6.6711 4.0183 -1.9072
H -6.9955 5.5203 0.0373
H -5.5233 5.3001 2.0070
H -3.7364 3.6112 2.0580
N 0.6827 0.2652 -0.9900
C 1.7908 -0.7024 -1.2760
C 2.2564 -0.6640 -2.7498
C 3.7486 -0.3887 -2.9895
C 4.5277 -1.6822 -3.2238
N 4.6803 -2.5124 -2.0259
C 5.8047 -2.7414 -1.3550
N 6.9321 -2.0848 -1.6197
N 5.7932 -3.6340 -0.3599
C 1.3392 -2.1088 -0.9051
O 2.1440 -3.0095 -0.8960
O 0.0685 -2.2520 -0.5917
H 0.1780 0.4270 -1.8621
H 1.0410 1.1745 -0.7063
H 2.6233 -0.4751 -0.6085
H 1.6536 0.0733 -3.2837
H 2.0151 -1.6232 -3.2134
H 4.1863 0.1832 -2.1672
H 3.8613 0.2195 -3.8875
H 5.5016 -1.4873 -3.6671
H 3.9938 -2.2896 -3.9563
H 3.8454 -2.9888 -1.7003
H 6.9938 -1.4225 -2.3722
H 7.7998 -2.3625 -1.1906
H 5.0159 -4.2651 -0.2552
H 6.6394 -3.8690 0.1325
N -3.2910 -2.4419 -0.1381
N -2.4935 -1.9273 0.9511
H -4.0155 -3.0462 0.2427
H -2.6847 -3.0106 -0.7223
H -2.0902 -2.6829 1.5121
H -3.1258 -1.4206 1.5688
```

Results
HOMO energy (spin up / spin down): -15.8967 / -16.1489 eV
Total charge: +3
Electronic energy: -46640.253 eV
⟨S²⟩: 3.87
Frontier orbital gap (spin up / spin down): 6.7 / 5.3 eV
Multiplicity: 4
Energy relative to the best compared isomer or geometry (same formula, charge and spin): 0.0 kJ/mol
M: 581.6 g/mol